Entry 1:
Molecular formula: C17H4Cl3F8KO3
Method: DFT, ωB97M-V with the def2-TZVPD basis set

```
36
Properties=species:S:1:pos:R:3:lowdin_charge:R:1
C 0.0171 2.2764 1.9515 -1.404
C -1.6494 2.5972 -3.2462 -0.335
H 0.4255 -5.1037 2.1019 0.108
F 0.7649 -5.6927 4.4163 0.106
C 1.8836 -3.9883 3.2117 -0.164
C 2.8361 -2.1031 2.0586 -0.036
C -1.0940 1.1058 1.7846 -0.836
F -2.0271 3.2311 -6.8544 0.074
F -2.9203 3.6128 -1.5129 0.081
H 3.3346 -2.6500 4.0632 0.113
C 2.2270 -1.5991 -0.2931 -0.312
F -4.3622 5.0843 -3.2066 0.077
C -1.4961 2.5664 -4.6534 -0.151
C -2.2482 3.3291 -5.5257 -0.170
F 1.8022 -4.1627 5.5726 0.111
C -2.6606 3.4937 -2.8248 -0.152
O -2.1617 1.3377 2.3364 -0.028
C 1.2105 -3.4704 0.9615 -0.025
F -0.5729 1.7509 -5.1995 0.079
O -0.9387 1.9014 -2.4385 -0.235
K 0.3497 0.6873 -0.9348 0.704
C -3.2229 4.1890 -5.0620 -0.182
Cl 1.6893 1.5944 2.0672 0.548
Cl -0.2664 3.3126 3.3870 0.520
C -3.4148 4.2571 -3.6975 -0.166
H 3.5011 -1.2498 2.0400 0.105
C 2.3788 -0.9588 -1.3419 -0.165
F -3.9577 4.9407 -5.9162 0.059
C 2.7399 -2.8947 3.1908 -0.031
Cl -0.0600 3.3178 0.4631 0.567
C 2.0843 -2.3780 0.9065 -0.272
O -0.6821 0.1720 1.0670 -0.212
H 0.6040 -3.6831 0.0919 0.112
C 1.8439 -4.8734 4.4181 -0.564
C 1.1110 -4.2664 2.0950 -0.028
F 2.9316 -5.6832 4.5226 0.107
```

## Properties
F_max (hartree/bohr): 0.0371
Charge: -2
HOMO energy (eV): -2.55

---

Entry 2:
Molecular formula: C17H50N12O9
Method: DFT, ωB97M-V with the def2-TZVPD basis set

```
88
Properties=species:S:1:pos:R:3:lowdin_charge:R:1
C 2.2057 4.2642 -1.6093 -0.255
H 3.0875 4.8749 -1.7741 0.103
H 1.5263 5.9935 1.8274 0.147
H -2.0095 4.6579 1.3856 0.130
O -0.1354 -5.9076 3.3288 -0.125
N -0.0410 2.6318 -0.4724 0.164
H -0.0137 -3.6222 2.2578 0.108
H -0.5750 1.8341 3.0382 0.075
H 0.3687 -3.5198 -0.8290 0.119
O -0.0975 -2.5307 -4.6017 -0.008
H 2.2004 4.6903 2.7110 0.113
C 2.5307 4.4584 0.6365 -0.149
O -1.5979 -1.6516 1.5387 0.038
H -1.0584 -1.4750 -1.6685 0.060
H -1.2148 -3.0129 -2.5321 0.154
O -0.0350 2.2607 -2.6612 0.006
H 3.5215 -0.3211 -1.7545 0.104
N -3.1009 -1.5039 -0.1464 0.200
H -3.6096 -2.1411 0.4536 0.124
N -1.1243 -0.6801 -0.4010 0.124
H -0.4218 0.3354 -3.0837 0.100
H 1.6955 -5.0861 2.9033 0.120
C 0.8443 -5.5419 2.4462 -0.233
H 0.8003 1.3688 0.1439 0.067
N -2.8988 0.6116 -3.8339 0.143
H 1.4242 -0.2541 -0.2991 0.061
C -1.7698 3.9466 2.1635 -0.259
H 3.4613 5.0028 0.5973 0.127
H -0.6038 2.8196 0.3522 0.072
H -0.4002 -4.6773 1.0809 0.097
H -1.5069 0.1259 -0.9004 0.065
N -1.8461 1.7082 -1.4772 0.137
N 2.2886 -0.6090 2.1454 0.205
O 1.7118 -1.1439 -1.4089 -0.271
C -1.9494 -1.2634 0.4245 -0.740
N 1.2212 0.4654 0.4972 0.145
H -0.4407 5.5755 3.0957 0.141
C -0.6367 2.2687 -1.5826 -0.675
H -2.4626 1.8155 -0.6146 0.159
C -1.5977 1.7754 2.6928 -0.040
H 2.9265 3.4734 0.6181 0.111
H -0.3733 -0.3757 0.1724 0.058
O -1.7894 2.6907 1.6118 -0.215
H -0.7081 -6.7527 4.8475 0.107
C 1.6737 4.8633 1.7957 -0.177
H -2.5648 -1.4512 -2.8453 0.034
H 2.5930 -3.1564 -1.8132 0.169
C -0.4551 4.4939 2.7931 -0.186
N 1.5970 -4.0528 0.8267 -0.026
H -3.4868 -1.3223 -1.0785 0.070
H 3.1227 -2.1504 -0.3849 0.108
C 0.3933 -4.3805 1.6499 -0.191
H -3.0796 1.4728 -4.3393 0.147
N -1.0771 -1.9820 -2.6374 0.100
C -3.9238 -0.1229 -3.5373 -0.784
H -0.2098 4.0693 3.7393 0.103
N 0.4456 4.0651 1.7558 -0.075
H 0.6939 -2.2640 0.3735 0.058
C 1.7969 0.5507 1.7074 -0.666
C 2.5596 -0.4044 -2.2631 -0.061
H 1.4575 4.5649 -2.3455 0.119
H 2.4427 3.1444 -1.5847 0.123
O 1.7115 4.5512 -0.5318 -0.208
H 1.0931 -6.8912 4.5640 0.109
H 2.2972 -1.4120 1.5566 0.067
O 1.8887 1.5567 2.4072 0.008
H 2.5915 -0.9359 -3.2077 0.099
H -1.9516 0.1985 -3.8413 0.062
H -0.0913 -0.0371 -4.7641 0.144
C 2.2596 -2.3681 -1.0092 -0.165
H -2.3855 1.8668 3.4673 0.113
H 1.1174 -6.3563 1.7494 0.149
C 0.0823 -6.8601 4.0849 -0.260
H 2.3213 -3.7068 1.4096 0.086
H -0.0952 -7.8612 3.6760 0.092
H 0.8083 3.1514 2.0032 0.064
H 0.7487 3.2937 -0.5688 0.067
H -1.6957 0.7763 2.1441 0.101
N -3.5520 -1.1673 -2.8967 0.140
H -2.3780 1.4269 -2.3383 0.082
C 1.1080 -3.0888 -0.1420 -0.195
C -0.4254 -1.6604 -3.7305 -0.722
H 2.6387 -0.6289 3.0352 0.080
O -5.0738 0.1355 -3.8594 0.044
N -0.3143 -0.3841 -3.8472 0.156
H 2.2054 0.5619 -2.5342 0.069
H -4.2968 -1.8543 -2.9446 0.145
H -2.3872 4.1768 2.9862 0.100
```

## Properties
F_max (hartree/bohr): 0.2325
Charge: 0
SMILES string: COCCNCCOC.COCCNCCOC.NC(N)=O.NC(N)=O.NC(N)=O.NC(N)=O.NC(N)=O
HOMO energy (eV): -9.12